Entry from OMol25: 6 unconnected molecules or ions with the total composition CH13O5S in a non-equilibrium geometry (ωB97M-V with the def2-TZVPD basis set).

XYZ file:
```
20
CH13O5S, DFT ωB97M-V with the def2-TZVPD basis set
S 0.64 -1.68 0.47
O 0.99 0.97 1.95
O -2.44 -1.00 -0.56
O -1.82 1.08 1.56
O 0.17 3.01 0.04
O -0.13 0.57 -2.06
C 1.65 -2.44 -0.95
H 0.80 2.73 0.71
H 1.11 -3.38 -1.12
H 1.43 -1.83 -1.81
H 0.75 0.79 2.84
H -1.84 0.36 0.90
H -2.05 -0.42 -1.22
H 2.65 -2.56 -0.57
H 0.05 -0.06 -1.35
H -0.71 2.76 0.32
H -1.81 -1.73 -0.44
H -0.91 1.41 1.64
H 1.05 0.14 1.39
H 0.44 1.29 -1.77
```

Computed properties:
* charge: -1
* HOMO level: -3.82 eV
* orbital gap: 7.455 eV
* molecular weight: 137.18 g/mol
* E: -22322.9001 eV
* 2S+1: 1

Entry from OMol25: a molecular structure, CH14F3NaO10S in a non-equilibrium geometry (ωB97M-V with the def2-TZVPD basis set).

XYZ file:
```
30
CH14F3NaO10S, DFT ωB97M-V with the def2-TZVPD basis set
S -2.73 0.91 -0.52
Na 1.17 -0.41 -0.09
F -4.32 2.80 0.36
F -2.13 3.39 0.29
F -2.99 2.05 1.90
O -3.74 -0.11 -0.11
O 1.25 -3.02 -0.29
O 1.39 -1.56 2.15
O -1.37 0.42 -0.22
O 2.07 2.02 -1.03
O 3.65 -0.53 -0.72
O 0.38 1.28 1.96
O 0.20 -0.56 -2.58
O -1.38 -2.20 0.24
O -2.88 1.38 -1.93
C -3.04 2.44 0.61
H -1.63 -2.25 1.17
H 4.16 0.17 -0.30
H 0.80 -1.80 2.86
H 1.43 2.33 -1.67
H 1.81 -3.32 0.42
H 0.12 2.20 2.05
H -0.43 0.79 2.13
H 0.38 -2.94 0.10
H -0.60 -0.50 -3.10
H -1.47 -1.27 0.02
H 2.92 2.13 -1.46
H 0.71 -1.25 -3.01
H 2.21 -2.00 2.36
H 4.05 -0.62 -1.59
```

Computed properties:
* charge: +1
* HOMO level (spin up / spin down): -14.16 / -14.16 eV
* orbital gap (spin up / spin down): 11.293 / 4.354 eV
* molecular weight: 298.16 g/mol
* E: -45135.7650 eV
* 2S+1: 2

Entry from OMol25: 8 unconnected molecules or ions with the total composition CH14F3O10S (ωB97M-V with the def2-TZVPD basis set).

XYZ file:
```
29
CH14F3O10S, DFT ωB97M-V with the def2-TZVPD basis set
S -0.32 -0.24 0.24
F -1.04 0.82 -2.07
F -0.15 2.22 -0.66
F -2.17 1.54 -0.36
O -2.04 -3.14 1.70
O 3.05 -0.56 2.00
O -0.76 4.88 0.74
O 1.61 -2.14 -3.08
O -1.01 -1.41 -0.27
O -2.51 -2.54 -2.46
O -1.43 2.35 3.05
O 3.45 -0.54 -1.53
O -0.70 0.14 1.58
O 1.11 -0.23 0.00
C -0.97 1.16 -0.79
H -1.12 2.11 3.93
H -1.89 -2.21 -3.12
H 2.83 0.12 -1.20
H 2.45 0.00 2.50
H 2.42 -2.61 -3.30
H -1.67 4.57 0.73
H -1.76 -2.54 0.98
H -0.95 1.74 2.45
H -0.25 4.08 0.91
H 1.91 -1.46 -2.46
H 4.31 -0.27 -1.19
H -2.82 -2.71 2.07
H 2.51 -0.82 1.23
H -2.08 -2.33 -1.62
```

Computed properties:
* charge: -1
* HOMO level: -7.68 eV
* orbital gap: 10.560 eV
* molecular weight: 275.17 g/mol
* E: -40730.7232 eV
* 2S+1: 1

Entry from OMol25: 5 unconnected molecules or ions with the total composition CH14N2O4 in a non-equilibrium geometry (ωB97M-V with the def2-TZVPD basis set).

XYZ file:
```
21
CH14N2O4, DFT ωB97M-V with the def2-TZVPD basis set
O -1.49 0.27 -2.38
O -2.77 0.46 -0.09
O -2.01 2.80 0.61
O 0.51 1.89 1.03
N 2.07 -2.74 -0.89
N 1.83 -1.55 1.38
C 2.67 -1.89 0.12
H 2.67 -0.84 -0.43
H 0.33 0.95 1.02
H 3.49 -2.55 0.25
H -2.68 1.43 0.16
H 1.16 2.13 1.59
H 2.17 -0.71 1.85
H -2.24 0.64 -1.89
H -1.50 2.97 1.41
H -1.21 2.79 0.09
H -3.53 0.03 0.09
H 1.31 -2.35 -1.40
H -1.15 -0.38 -1.64
H 1.82 -2.37 2.01
H 2.02 -3.69 -0.65
```

Computed properties:
* charge: 0
* structure (SMILES): NCN.O.O.O.O
* HOMO level: -9.43 eV
* orbital gap: 9.850 eV
* molecular weight: 118.13 g/mol
* E: -12432.8215 eV
* 2S+1: 1

Entry from OMol25: 5 unconnected molecules or ions with the total composition CH14NO4 in a non-equilibrium geometry (ωB97M-V with the def2-TZVPD basis set).

XYZ file:
```
20
CH14NO4, DFT ωB97M-V with the def2-TZVPD basis set
O -2.84 -0.44 0.07
O 1.49 -0.53 -2.84
O -0.75 1.23 3.21
O 1.73 1.96 -0.57
N -0.21 -0.63 -0.54
C 0.35 -1.47 0.73
H -0.91 2.07 3.05
H -3.56 -0.69 -0.44
H 0.34 -0.66 1.46
H -3.27 -0.38 0.99
H 1.39 2.76 -0.06
H 2.59 2.15 -0.88
H -1.21 -0.32 -0.44
H 1.47 -1.72 0.79
H 1.79 -1.38 -3.22
H -0.32 -2.37 0.92
H 0.17 1.00 3.30
H -0.03 -1.06 -1.43
H 0.29 0.34 -0.57
H 1.47 0.14 -3.51
```

Computed properties:
* charge: +1
* HOMO level: -14.88 eV
* orbital gap: 12.036 eV
* molecular weight: 104.13 g/mol
* E: -10937.4399 eV
* 2S+1: 1

Entry from OMol25: 6 unconnected molecules or ions with the total composition CH14O6 in a non-equilibrium geometry (ωB97M-V with the def2-TZVPD basis set).

XYZ file:
```
21
CH14O6, DFT ωB97M-V with the def2-TZVPD basis set
O 1.89 1.42 -2.42
O 1.87 -0.55 0.84
O -0.21 2.57 -0.39
O -0.14 1.40 2.00
O -2.05 -0.90 -1.50
O -0.23 -1.90 0.28
C -1.20 -2.35 1.24
H -0.88 -3.37 1.52
H -2.19 -2.13 1.18
H -0.27 0.49 2.10
H 1.09 1.79 -1.99
H -0.59 1.82 0.23
H 0.66 1.58 2.52
H -0.89 -1.81 2.18
H 1.18 -1.19 0.46
H -2.32 -1.76 -1.80
H -0.10 3.34 0.20
H 2.54 1.49 -1.72
H -1.72 -0.37 -2.28
H -0.75 -1.58 -0.58
H 2.35 -0.39 0.03
```

Computed properties:
* charge: 0
* structure (SMILES): CO.O.O.O.O.O
* HOMO level: -10.26 eV
* orbital gap: 10.472 eV
* molecular weight: 122.12 g/mol
* E: -13548.0433 eV
* 2S+1: 1

Entry from OMol25: a molecular structure, CH15B3NO2Tl in a non-equilibrium geometry (ωB97M-V with the def2-TZVPD basis set).

XYZ file:
```
23
CH15B3NO2Tl, DFT ωB97M-V with the def2-TZVPD basis set
Tl -0.05 -1.51 0.85
O 1.60 3.01 0.66
O 0.38 1.28 0.17
N 0.57 2.48 0.30
C -0.64 3.36 0.20
B -0.47 -2.85 -1.90
B 1.80 -1.31 -1.31
B -1.15 0.26 2.70
H -0.55 -3.62 -2.79
H -0.48 4.02 -0.65
H -0.66 3.97 1.09
H -1.62 0.28 1.59
H -1.27 -0.79 3.27
H 0.00 0.57 2.69
H 2.41 -1.33 -2.33
H -1.73 1.08 3.34
H -1.52 2.74 0.04
H -0.08 -1.81 -2.42
H 1.54 -2.50 -1.12
H 0.82 -0.61 -1.54
H 0.23 -3.35 -1.08
H -1.49 -2.51 -1.37
H 2.34 -0.86 -0.37
```

Computed properties:
* charge: 0
* HOMO level: -9.06 eV
* orbital gap: 4.190 eV
* molecular weight: 309.96 g/mol
* E: -13575.2231 eV
* 2S+1: 1

Entry from OMol25: 7 unconnected molecules or ions with the total composition CH16N2O7 in a non-equilibrium geometry (ωB97M-V with the def2-TZVPD basis set).

XYZ file:
```
26
CH16N2O7, DFT ωB97M-V with the def2-TZVPD basis set
O -7.38 7.82 9.40
O -4.12 6.24 7.82
O -4.89 6.63 3.85
O -7.02 6.17 5.15
O -8.31 6.78 2.48
O -9.02 4.28 6.01
O -9.82 7.02 6.13
N -7.38 6.29 7.74
N -7.28 8.33 7.23
C -7.28 7.50 8.25
H -7.01 8.09 6.29
H -6.16 6.29 4.74
H -7.02 9.26 7.53
H -7.63 7.43 2.29
H -7.64 6.48 4.50
H -4.48 7.44 4.15
H -9.53 7.92 6.00
H -8.32 4.53 6.62
H -4.55 6.42 6.98
H -9.16 5.06 5.47
H -3.56 5.49 7.64
H -7.47 5.50 8.36
H -7.18 6.22 6.75
H -4.53 6.50 2.97
H -8.66 6.54 1.62
H -9.35 6.73 6.92
```

Computed properties:
* charge: 0
* structure (SMILES): NC(N)=O.O.O.O.O.O.O
* HOMO level: -9.64 eV
* orbital gap: 9.075 eV
* molecular weight: 168.15 g/mol
* E: -18609.7309 eV
* 2S+1: 1

Entry from OMol25: a molecular structure, CH16Na5O11 in a non-equilibrium geometry (ωB97M-V with the def2-TZVPD basis set).

XYZ file:
```
33
CH16Na5O11, DFT ωB97M-V with the def2-TZVPD basis set
Na 3.44 2.30 -0.51
Na 0.46 3.02 2.52
Na -1.77 2.60 -0.96
Na 1.04 4.46 -0.33
Na 1.33 2.41 -3.06
O -1.17 0.65 -2.55
O 2.26 -2.41 1.87
O 1.65 -1.14 -2.71
O -1.49 -2.28 -1.84
O -1.85 0.42 3.56
O 3.28 0.00 0.50
O -0.54 1.33 1.13
O -1.30 -1.95 1.30
O 0.79 1.95 -0.52
O 0.48 -0.23 -0.13
O -3.41 0.66 0.15
C 0.26 0.95 0.23
H -1.13 0.00 4.05
H -0.39 0.34 -2.06
H -4.19 1.17 0.42
H 1.17 -0.93 -1.90
H -2.11 -1.49 1.06
H 2.32 -1.60 2.39
H 2.37 -0.09 0.16
H 1.95 -2.14 1.00
H -2.68 1.02 0.67
H -1.65 -3.23 -1.84
H -0.57 -1.47 0.88
H -1.73 -0.15 -2.57
H -1.11 -2.12 -0.97
H -1.51 0.56 2.67
H 1.98 -2.02 -2.52
H 3.81 -0.59 -0.06
```

Computed properties:
* charge: +3
* HOMO level: -17.74 eV
* orbital gap: 4.341 eV
* molecular weight: 319.08 g/mol
* E: -45878.1737 eV
* 2S+1: 1

Entry from OMol25: 7 unconnected molecules or ions with the total composition CH16O6 in a non-equilibrium geometry (ωB97M-V with the def2-TZVPD basis set).

XYZ file:
```
23
CH16O6, DFT ωB97M-V with the def2-TZVPD basis set
O -0.28 2.11 5.11
O 1.87 -2.38 -3.13
O -2.40 -1.52 -1.99
O -0.24 -3.43 -1.75
O 2.75 -0.60 -0.84
O 1.18 1.88 1.09
C -2.99 3.81 1.60
H -2.25 -1.81 -2.90
H 2.40 -2.70 -3.85
H -3.03 -0.80 -2.05
H 0.43 2.33 5.71
H -1.08 -3.12 -1.40
H 0.16 1.83 4.29
H -2.63 2.89 1.14
H 2.36 -2.48 -2.31
H 0.81 2.75 1.02
H 3.71 -0.72 -0.77
H 2.60 0.11 -0.21
H 0.26 -2.67 -2.05
H -3.98 4.08 1.28
H 0.61 1.15 0.78
H -2.09 4.42 1.45
H -2.83 3.90 2.68
```

Computed properties:
* charge: 0
* structure (SMILES): C.O.O.O.O.O.O
* HOMO level: -10.45 eV
* orbital gap: 10.716 eV
* molecular weight: 124.13 g/mol
* E: -13580.8292 eV
* 2S+1: 1

Entry from OMol25: 7 unconnected molecules or ions with the total composition CH16O6S in a non-equilibrium geometry (ωB97M-V with the def2-TZVPD basis set).

XYZ file:
```
24
CH16O6S, DFT ωB97M-V with the def2-TZVPD basis set
S 0.18 4.52 -0.19
O 6.15 -1.37 -2.91
O 0.63 -2.90 1.74
O 0.88 -5.27 0.17
O -5.16 0.94 0.67
O -1.17 -0.95 1.12
O -2.56 -1.75 -1.69
C 1.27 3.84 1.14
H 2.27 4.25 0.96
H -1.40 -1.63 1.79
H 0.36 -2.11 1.24
H -3.23 -1.19 -1.26
H -6.09 0.74 0.87
H 1.56 -2.65 1.79
H -1.78 -0.65 0.44
H 0.25 -4.78 0.72
H 6.37 -0.55 -3.39
H 0.93 4.13 2.12
H 5.35 -1.50 -3.43
H 1.36 2.77 1.04
H -4.77 0.68 1.49
H -3.01 -2.61 -1.68
H 1.36 -5.75 0.82
H 0.49 5.81 -0.09
```

Computed properties:
* charge: 0
* structure (SMILES): CS.O.O.O.O.O.O
* HOMO level: -9.03 eV
* orbital gap: 9.269 eV
* molecular weight: 156.20 g/mol
* E: -24415.9335 eV
* 2S+1: 1

Entry from OMol25: 7 unconnected molecules or ions with the total composition CH17NO6 in a non-equilibrium geometry (ωB97M-V with the def2-TZVPD basis set).

XYZ file:
```
25
CH17NO6, DFT ωB97M-V with the def2-TZVPD basis set
O 2.36 -0.29 1.10
O 1.24 -2.56 0.05
O -1.60 -2.38 -0.36
O 0.21 -0.82 -2.39
O -1.90 0.10 -1.02
O 0.89 2.38 -2.05
N -0.52 1.71 0.91
C -0.65 1.58 2.36
H -2.37 -0.59 -0.53
H -1.51 0.96 2.68
H 1.97 -2.96 0.58
H -1.27 2.19 0.41
H 0.65 -0.03 -2.76
H -0.68 -2.58 -0.07
H 2.34 0.30 1.86
H 2.49 0.22 0.30
H 0.42 2.20 -1.21
H 0.24 1.01 2.64
H -1.99 -3.25 -0.48
H 0.79 -1.09 -1.65
H -1.13 -0.36 -1.45
H -0.68 0.85 0.38
H 0.14 2.56 -2.65
H 1.20 -1.67 0.47
H -0.64 2.54 2.86
```

Computed properties:
* charge: 0
* structure (SMILES): CN.O.O.O.O.O.O
* HOMO level: -9.20 eV
* orbital gap: 9.491 eV
* molecular weight: 139.15 g/mol
* E: -15088.0113 eV
* 2S+1: 1